Here is C26H27BFNO6PdS2 as an isolated structure from the Open Molecules 2025 dataset. Energies are from the ωB97M-V functional and the def2-TZVPD basis.

The HOMO-LUMO gap is 1.85 eV. As for the charge: +2. For the HOMO energy, the calculation gives -0.461 Ha. As for the LUMO energy: -10.69 eV.

The geometry in XYZ format:
```
65
Properties=species:S:1:pos:R:3:forces:R:3
C 2.33273 0.37302 6.00253 -0.16 -0.42 -0.27
C 2.06134 1.10135 4.71603 -0.29 -0.48 0.49
C 2.82492 2.17336 4.30412 0.53 0.38 -0.01
C 2.58499 2.82294 3.10667 -0.19 -0.03 -0.02
C 1.54561 2.39683 2.29766 -0.05 0.25 -0.55
C 1.25839 3.06111 0.94975 -0.18 -0.68 0.44
C 1.14283 2.01396 -0.13842 0.28 0.57 0.11
C 2.29862 1.33775 -0.56443 -0.27 -0.41 -0.20
C 3.62873 1.60784 -0.02846 -0.17 0.04 0.23
B 4.32303 2.97525 -0.53031 0.42 0.58 0.02
O 3.80065 3.77633 -1.51546 -0.21 -0.06 0.80
O 5.49125 3.33290 0.08387 0.00 -0.67 -0.54
C 2.17201 0.32700 -1.55502 -0.22 0.29 0.03
C 0.98430 -0.02479 -2.11470 0.16 -0.28 -1.02
C 0.96396 -1.14284 -3.13722 0.03 -0.43 0.97
C 1.20787 -2.49536 -2.42972 -0.36 -0.01 0.18
C -0.10115 -3.08757 -1.88961 0.81 -0.28 0.18
C 0.10537 -4.55752 -1.46530 -0.24 0.73 0.24
O -1.02614 -5.38673 -1.72496 0.54 0.07 -0.05
C -2.00164 -5.22931 -0.80882 -0.13 0.41 -0.13
O -2.58074 -6.12842 -0.32536 -0.73 -1.04 0.36
C -0.18738 0.65662 -1.70245 0.49 0.25 -0.27
C -0.07165 1.67423 -0.70416 -0.64 0.35 0.23
S -1.51294 2.53148 -0.21429 0.11 -0.27 0.25
C -2.76641 1.37546 -0.53943 0.95 0.76 0.10
C -3.95668 1.45626 0.17175 -0.34 0.09 -0.03
C -4.97897 0.58348 -0.11720 0.17 0.33 0.01
C -4.77203 -0.34768 -1.12931 0.05 -1.06 -0.15
S -6.11776 -1.41754 -1.51892 -1.36 1.82 -0.12
O -7.16110 -1.22767 -0.57476 0.34 -0.41 0.46
O -6.48455 -1.16870 -2.88618 0.40 -0.43 -0.27
F -5.55068 -2.82396 -1.40771 0.45 -0.47 0.01
C -3.59737 -0.46101 -1.83330 -0.13 0.05 -0.03
C -2.56313 0.42194 -1.53109 -0.35 -0.29 -0.95
N -1.37653 0.33934 -2.25540 -0.21 -1.07 1.82
C 0.75975 1.33627 2.71057 -0.11 -0.30 0.29
C 1.00645 0.69024 3.91303 -0.03 0.32 -0.44
H 3.38950 0.17617 6.14452 0.19 0.23 0.14
H 1.85339 -0.60166 5.95677 -0.08 -0.11 0.08
H 1.91895 0.88041 6.86877 0.11 0.23 0.09
H 3.65034 2.50417 4.91800 0.06 0.03 0.10
H 3.19831 3.65688 2.80002 0.15 0.11 0.01
H 0.32814 3.61368 1.04490 -0.02 0.30 -0.10
H 2.04603 3.76993 0.71470 0.07 0.19 -0.01
H 3.61653 1.62651 1.06139 0.01 0.24 0.15
H 4.31824 0.80892 -0.29523 0.13 -0.05 -0.13
H 2.87699 3.98494 -1.33614 -0.13 -0.12 -0.63
H 6.29012 3.02921 -0.36356 0.22 0.29 0.26
H 3.06974 -0.18405 -1.86795 0.10 -0.11 -0.05
H 1.72362 -0.96913 -3.88854 0.04 0.18 -0.20
H -0.00265 -1.24354 -3.62373 0.11 0.17 -0.51
H 1.85631 -2.36188 -1.56651 0.33 0.10 -0.05
H 1.71487 -3.20016 -3.08119 -0.11 -0.03 -0.30
H -0.89618 -3.00653 -2.62974 -0.14 -0.15 -0.10
H -0.35501 -2.52729 -0.98775 -0.44 0.24 -0.08
H 0.32350 -4.57430 -0.39709 0.09 -0.14 0.08
H 0.97365 -4.97623 -1.95632 -0.12 -0.32 -0.35
H -2.28164 -4.19335 -0.55989 0.39 0.34 -0.07
H -4.07331 2.21085 0.93166 -0.02 0.08 0.17
H -5.91784 0.61100 0.40740 -0.14 0.03 0.14
H -3.48945 -1.21919 -2.59597 0.07 -0.03 -0.13
H -1.33181 -0.52329 -2.79087 -0.01 0.30 -0.49
H -0.06452 0.98784 2.10470 -0.13 -0.02 -0.17
H 0.36998 -0.12925 4.20912 0.00 -0.13 0.12
Pd -8.79179 -1.01650 -2.83544 -0.07 -0.03 -0.13
```
Forces are in eV/Å.



Here is the molecule CH2N2O3S from the Open Molecules 2025 dataset. Energies are from the ωB97M-V functional and the def2-TZVPD basis.

The HOMO-LUMO gap (alpha / beta) is 8.36 / 8.20 eV. As for the charge: 0. For the HOMO energy (alpha / beta), the calculation gives -0.341 / -0.359 Ha. The relative energy (zero: lowest compared OMol25 entry of this formula, charge and spin) is 5.302 eV. As for the LUMO energy (alpha / beta): -0.93 / -1.57 eV.

The geometry in XYZ format:
```
9
Properties=species:S:1:pos:R:3:forces:R:3
C 1.12832 -0.93245 0.11882 1.65 -0.21 0.52
N 0.10171 -0.30939 -0.45204 -2.10 -3.40 2.69
N 2.42214 -0.31510 -0.15161 1.86 -1.30 -0.68
O 1.11308 -1.91662 0.81121 -0.58 0.16 -0.30
O 2.34758 1.07103 0.21903 -2.07 -0.26 0.19
O 3.36824 1.77292 0.22311 1.72 0.09 -0.29
S 3.77150 -1.21683 -0.51555 -1.26 1.58 0.49
H 0.20906 0.46822 -1.02699 -0.39 1.28 -0.88
H -0.75230 -0.82504 -0.03628 1.18 2.05 -1.74
```
Forces are in eV/Å.



Here is C20H32MnN6O6P2 as an isolated structure from the Open Molecules 2025 dataset. Energies are from the ωB97M-V functional and the def2-TZVPD basis.

The HOMO-LUMO gap (alpha / beta) is 6.13 / 6.27 eV. As for the charge: 0. The spin multiplicity is 6. For the HOMO energy (alpha / beta), the calculation gives -0.231 / -0.236 Ha. The relative energy (zero: lowest compared OMol25 entry of this formula, charge and spin) is 0.000 eV. As for the LUMO energy (alpha / beta): -0.15 / -0.15 eV.

The geometry in XYZ format:
```
67
Properties=species:S:1:pos:R:3:forces:R:3
Mn 0.20598 -1.21981 0.46450 0.04 -0.08 -0.18
N -2.56650 0.80676 -0.08386 -0.01 0.04 0.01
C -3.06383 -0.45578 -0.62978 0.00 -0.05 0.05
C -4.48797 -0.25390 -1.14606 -0.02 -0.01 0.00
P -1.96037 -0.88913 -2.00799 0.02 0.08 -0.04
O -2.63073 -2.07783 -2.77993 -0.04 -0.01 0.00
O -2.00453 0.28421 -3.06739 0.02 -0.01 0.02
O -0.57803 -1.16746 -1.51755 0.00 -0.02 0.04
P -2.96227 -1.92650 0.48568 0.07 -0.04 -0.09
O -4.14891 -1.73977 1.55698 -0.01 -0.02 -0.01
O -3.21755 -3.13092 -0.37753 -0.03 0.01 0.01
O -1.66745 -1.82590 1.24704 -0.02 0.04 0.10
H -1.54222 1.06462 -2.71594 0.00 0.00 -0.01
H -1.68784 0.70010 0.42284 0.02 -0.01 -0.01
H -3.24141 1.19129 0.56799 -0.02 0.00 -0.03
H -4.50528 0.52988 -1.90369 0.00 0.00 0.00
H -5.12645 0.05443 -0.31574 0.00 0.00 0.00
H -4.89412 -1.16945 -1.57309 -0.01 0.00 0.00
H -2.92170 -2.72786 -2.07922 0.02 0.02 -0.01
H -4.90675 -2.28093 1.30679 -0.01 0.00 0.01
N 4.13658 -2.80999 -0.58537 0.02 0.01 0.03
C 4.64222 -1.53504 -0.41998 -0.02 0.01 -0.01
C 3.59412 -0.77007 -0.00648 0.02 -0.01 0.01
N 2.47370 -1.54969 0.08738 -0.01 -0.05 -0.06
C 2.82479 -2.76429 -0.26539 -0.01 0.00 -0.02
C 1.80773 -3.80457 -0.28442 0.10 0.03 -0.06
N 0.58807 -3.48892 0.07003 -0.12 0.11 0.17
C -0.17659 -4.61164 -0.08546 -0.01 -0.10 -0.03
C 0.60915 -5.62808 -0.54248 0.00 0.07 0.01
N 1.87909 -5.09904 -0.66622 -0.01 -0.04 0.00
H 4.66105 -3.61007 -0.89131 0.00 0.00 0.01
H 5.67357 -1.30346 -0.61424 0.00 0.00 0.00
H 3.55460 0.28302 0.21775 0.01 0.00 0.00
H -1.23568 -4.59424 0.11698 0.00 0.00 -0.01
H 0.39341 -6.65139 -0.79035 0.00 0.00 0.00
H 2.68760 -5.59330 -0.99850 0.00 0.00 0.00
C 1.33632 2.09656 -3.52226 0.00 0.00 -0.01
C 0.97120 2.47729 -2.10921 0.00 -0.01 0.00
C 0.73095 3.81069 -1.77524 -0.01 0.01 0.00
C 0.45661 4.14431 -0.45712 0.01 -0.01 0.00
C 0.16951 5.57432 -0.07740 0.00 0.00 0.00
C 0.40323 3.15772 0.52282 -0.03 0.01 0.00
C 0.60731 1.79457 0.22747 -0.06 -0.04 0.00
C 0.91571 1.50746 -1.12611 0.03 0.00 -0.03
N 0.49127 0.73376 1.09738 0.12 0.04 0.10
C 0.52010 0.93365 2.55438 -0.04 0.01 0.04
C -0.80365 1.49918 3.09812 -0.01 -0.02 0.01
C 0.69643 -0.45571 3.18706 0.05 0.05 -0.03
C 1.72770 1.76402 3.01473 0.00 0.01 -0.01
H 0.80093 2.71037 -4.24828 0.00 0.00 0.00
H 1.10840 1.04831 -3.72250 0.00 0.00 0.00
H 2.40446 2.24178 -3.70141 0.00 0.01 0.01
H 0.77016 4.58118 -2.53756 0.00 0.00 0.00
H 0.52721 6.26515 -0.84078 0.00 0.00 0.00
H 0.64455 5.83491 0.86959 0.00 0.00 0.00
H -0.90452 5.73590 0.04023 0.00 0.00 0.00
H 0.16192 3.47217 1.52687 0.01 0.01 -0.01
H 1.12528 0.48274 -1.40884 -0.01 0.00 0.02
H -1.60736 0.78731 2.89250 0.00 0.00 -0.01
H -1.07245 2.44967 2.64204 -0.01 0.00 0.02
H -0.75249 1.64279 4.18064 0.00 0.00 0.00
H -0.15696 -1.10311 2.96442 0.00 -0.02 0.01
H 0.77129 -0.38320 4.27384 -0.03 0.01 0.00
H 1.62287 -0.91483 2.82533 -0.02 -0.03 -0.01
H 1.75150 2.76482 2.59149 0.00 0.00 0.01
H 2.64927 1.25593 2.71846 0.00 0.01 -0.01
H 1.72779 1.85500 4.10331 0.00 0.00 0.01
```
Forces are in eV/Å.



Here is the molecule C5H6 from the Open Molecules 2025 dataset. Energies are from the ωB97M-V functional and the def2-TZVPD basis.

The HOMO-LUMO gap is 10.65 eV. As for the structure (SMILES): C#CCC=C. As for the charge: 0. For the HOMO energy, the calculation gives -0.351 Ha. The relative energy (zero: lowest compared OMol25 entry of this formula, charge and spin) is 2.442 eV. As for the LUMO energy: 1.11 eV.

The geometry in XYZ format:
```
11
Properties=species:S:1:pos:R:3:forces:R:3
C -2.07811 0.57210 -0.21797 2.31 -3.24 0.23
C -1.31137 -0.38514 -0.15469 -3.26 3.40 -0.82
C -0.11932 -1.13491 0.02974 -0.76 -3.24 0.39
C 1.01725 -0.26606 -0.27568 1.97 -1.10 0.46
C 1.16064 0.92213 0.22336 -1.58 3.25 0.42
H -2.66020 1.43052 -0.21158 -0.88 0.77 -0.10
H -0.20471 -1.34724 1.11236 0.73 -0.24 -0.20
H -0.11420 -2.18338 -0.45844 0.02 1.83 0.45
H 1.95479 -0.64990 -0.67350 -0.47 -0.47 -0.49
H 0.34877 1.55741 0.72006 1.13 -1.32 -0.60
H 2.00645 1.48448 -0.09366 0.80 0.36 0.25
```
Forces are in eV/Å.



> Look up the charge of the third one.

0



> The highest charge belongs to which entry?

C26H27BFNO6PdS2